(1)
Density functional theory data (wB97M-V/def2-TZVPD) for a cluster of 3 separate species, C2H3FNO2 in total in a non-equilibrium geometry.

Each line ends with the Mulliken charge.
Atoms and positions in Å:
C (2.0276, 0.2995, -0.0985)  0.6585
C (-1.0949, -0.2553, -0.1517)  -0.0106
N (-0.2060, 0.3592, 0.6677)  -0.5807
O (1.8020, -0.3539, -1.0229)  -0.4139
O (2.5738, 1.0761, 0.5206)  -0.4042
F (-1.8146, -1.7805, 0.5338)  -0.6537
H (-0.6900, -0.7077, -1.0592)  0.1017
H (-2.0720, 0.0957, -0.4760)  0.1853
H (-0.5259, 1.2669, 1.0862)  0.1175

Atoms 1-3, force components in eV/Å:
C -1.963 -0.791 -2.218
C 1.045 0.371 0.566
N -1.013 0.410 -1.216

Results
total charge: -1
HOMO level: -3.902 eV
gap between HOMO and LUMO: 7.762 eV
energy above the lowest of the compared OMol25 structures with the same formula, charge and spin: 154.1 kJ/mol
lowest unoccupied orbital energy: 0.142 Eh

(2)
Density functional theory data (wB97M-V/def2-TZVPD) for a cluster of 2 separate species, C2H3FNO2 in total in a non-equilibrium geometry.

Each line ends with the Mulliken charge.
Atoms and positions in Å:
C (-1.2076, -0.8080, -1.2330)  0.6212
C (0.8922, 0.8444, 1.4003)  -0.1998
N (1.3004, 0.9206, 0.2357)  -0.5299
O (-0.2717, -1.5195, -0.9307)  -0.6267
O (-1.6139, 0.2740, -0.9405)  -0.5566
F (-2.0789, -1.4303, -2.3626)  -0.4280
H (0.7641, 1.8012, 1.9849)  0.2030
H (0.7960, -0.0571, 2.0532)  0.2141
H (1.4195, -0.0252, -0.2073)  0.3028

Atoms 1-3, force components in eV/Å:
C 0.071 -0.677 -1.082
C 0.166 0.658 2.786
N 0.615 -0.999 -1.886

Results
total charge: -1
HOMO level: -4.930 eV
gap between HOMO and LUMO: 9.122 eV
energy above the lowest of the compared OMol25 structures with the same formula, charge and spin: 42.2 kJ/mol
lowest unoccupied orbital energy: 0.154 Eh

(3)
Density functional theory data (wB97M-V/def2-TZVPD) for a structure of composition C2H3FO2 in a non-equilibrium geometry.

Each line ends with the Mulliken charge.
Atoms and positions in Å:
C (0.1432, -0.8238, -2.4817)  -0.1546
C (-0.1348, 0.0492, -0.1852)  -0.4206
O (0.0022, -1.1688, -3.5309)  -0.0570
O (0.4884, -0.3691, -1.4215)  -0.0161
F (-0.0497, -2.3040, 0.6920)  -0.3888
H (0.6050, 0.6236, 0.3859)  0.2486
H (-0.2847, -1.1119, 0.5176)  0.3475
H (-1.0787, 0.5603, -0.6249)  0.4409

Atoms 1-3, force components in eV/Å:
C -7.324 0.946 5.860
C -1.459 0.417 -3.044
O 2.086 -2.397 -8.090

Results
HOMO level (alpha / beta): -5.234 / -13.320 eV
spin multiplicity: 3
<S²>: 2.0102
gap between HOMO and LUMO (alpha / beta): 6.058 / 9.439 eV
energy above the lowest of the compared OMol25 structures with the same formula, charge and spin: 212.3 kJ/mol
lowest unoccupied orbital energy (alpha / beta): 0.030 / -0.143 Eh

(4)
Density functional theory data (wB97M-V/def2-TZVPD) for a structure of composition C2H3FO2S in a non-equilibrium geometry.

Each line ends with the Mulliken charge.
Atoms and positions in Å:
C (0.0522, -0.1650, -0.3381)  0.8656
C (1.4113, -0.0871, 0.1519)  -0.8275
O (-0.3874, -0.5048, -1.4389)  -0.5678
O (-0.8593, 0.1546, 0.5623)  -0.3658
F (-3.2582, 0.6081, 0.6236)  -0.2501
S (-2.3402, -0.0957, -0.5189)  0.3151
H (1.9994, 0.6918, -0.3487)  0.2628
H (2.1344, -0.9131, 0.1256)  0.2852
H (1.2478, 0.3110, 1.1812)  0.2825

Atoms 1-3, force components in eV/Å:
C -1.413 -0.936 -0.792
C 1.916 1.569 1.602
O 0.622 -0.093 0.252

Results
HOMO level: -9.459 eV
gap between HOMO and LUMO: 9.569 eV
energy above the lowest of the compared OMol25 structures with the same formula, charge and spin: 108.2 kJ/mol
lowest unoccupied orbital energy: 0.004 Eh

(5)
Density functional theory data (wB97M-V/def2-TZVPD) for an isolated molecule of C2H3FO2S in a non-equilibrium geometry.

Each line ends with the Mulliken charge.
Atoms and positions in Å:
C (0.4268, -0.2011, 0.0401)  -0.6378
C (-1.0134, -0.0169, 0.4382)  0.0592
O (-0.8433, -2.5429, -0.9218)  -0.5617
O (-0.6023, -2.3603, 1.5329)  -0.5414
F (-1.2768, 0.3002, 1.7948)  -0.2547
S (-0.5317, -1.7485, 0.2318)  0.8987
H (0.7008, 0.0129, -0.9329)  0.3362
H (1.2305, 0.1583, 0.5594)  0.3517
H (-1.5495, 0.5762, -0.3069)  0.3498

Atoms 1-3, force components in eV/Å:
C -0.861 -2.420 0.516
C -1.026 0.112 0.688
O 0.244 0.699 -0.361

Results
HOMO level: -10.437 eV
SMILES string: O=S1(=O)C[C@@H]1F
gap between HOMO and LUMO: 10.860 eV
energy above the lowest of the compared OMol25 structures with the same formula, charge and spin: 290.6 kJ/mol
lowest unoccupied orbital energy: 0.016 Eh

(6)
Density functional theory data (wB97M-V/def2-TZVPD) for a cluster of 2 separate species, C2H3FO2S in total in a non-equilibrium geometry.

Each line ends with the Mulliken charge.
Atoms and positions in Å:
C (0.7238, -0.5513, -0.1817)  -0.5814
C (-0.7491, -0.0767, -0.5611)  0.1069
O (-0.3594, 0.5058, 2.0790)  -0.5303
O (0.6288, 2.1116, 0.5066)  -0.5724
F (-0.9446, 0.2093, -1.8314)  -0.2184
S (0.0636, 0.7985, 0.7737)  0.9094
H (1.0321, -1.5775, 0.1671)  0.2566
H (1.4185, -0.4146, -0.9348)  0.3513
H (-1.8139, -1.0051, -0.0174)  0.2783

Atoms 1-3, force components in eV/Å:
C -1.373 -1.483 1.654
C -2.219 -4.351 2.738
O -0.923 -0.919 1.541

Results
HOMO level: -10.653 eV
gap between HOMO and LUMO: 10.915 eV
energy above the lowest of the compared OMol25 structures with the same formula, charge and spin: 408.2 kJ/mol
lowest unoccupied orbital energy: 0.010 Eh

(7)
Density functional theory data (wB97M-V/def2-TZVPD) for a cluster of 2 separate species, C2H3FS in total in a non-equilibrium geometry.

Each line ends with the Mulliken charge.
Atoms and positions in Å:
C (0.2395, 0.3535, 0.7505)  -0.5225
C (-0.2820, -0.5015, -0.2233)  0.2436
F (-0.9398, -1.7347, 0.0713)  -0.2178
S (-1.1972, 0.9907, -0.2197)  -0.0796
H (0.1351, 0.1257, 1.7591)  0.3019
H (1.1589, 0.8497, 0.4752)  0.2344
H (0.8856, -0.0834, -2.6130)  0.0400

Atoms 1-3, force components in eV/Å:
C 1.458 1.002 -0.474
C -2.576 -2.633 -1.238
F 1.472 2.195 -0.408

Results
HOMO level (alpha / beta): -9.812 / -8.970 eV
gap between HOMO and LUMO (alpha / beta): 8.896 / 8.827 eV
energy above the lowest of the compared OMol25 structures with the same formula, charge and spin: 482.2 kJ/mol
lowest unoccupied orbital energy (alpha / beta): -0.034 / -0.005 Eh

(8)
Density functional theory data (wB97M-V/def2-TZVPD) for an isolated molecule of C2H3FSi in a non-equilibrium geometry.

Each line ends with the Mulliken charge.
Atoms and positions in Å:
C (0.4039, -1.6616, -1.0226)  -0.2809
C (0.1955, -0.8267, -0.1836)  -0.0870
F (0.7773, 1.6937, 1.2188)  -0.2562
Si (-0.3873, 0.7695, 0.5657)  0.4340
H (0.9838, -2.2580, -1.6508)  0.3530
H (-1.4861, 0.4253, 1.5175)  -0.0759
H (-0.4870, 1.8578, -0.4451)  -0.0870

Atoms 1-3, force components in eV/Å:
C 0.370 -6.396 -7.114
C -1.904 8.751 7.703
F 0.169 -0.676 0.966

Results
HOMO level (alpha / beta): -5.747 / -11.399 eV
spin multiplicity: 3
<S²>: 2.0055
gap between HOMO and LUMO (alpha / beta): 6.367 / 7.221 eV
energy above the lowest of the compared OMol25 structures with the same formula, charge and spin: 118.0 kJ/mol
lowest unoccupied orbital energy (alpha / beta): 0.023 / -0.154 Eh

(9)
Density functional theory data (wB97M-V/def2-TZVPD) for a structure of composition C2H3GaO3 in a non-equilibrium geometry.

Each line ends with the Mulliken charge.
Atoms and positions in Å:
O (-0.6726, 0.8125, 1.3863)  -0.4032
C (-0.6975, 0.5251, 0.0895)  0.3306
C (-1.2316, -0.6799, -0.6440)  -0.3582
O (1.0903, 0.8888, -0.2225)  -0.3230
Ga (1.2285, -0.7834, 0.1750)  0.2139
H (-2.2299, -0.9333, -0.2363)  0.2710
H (-1.2665, -0.5682, -1.7399)  0.2879
O (-0.3667, -1.6218, -0.0694)  -0.3367
H (-1.1985, 1.3611, -0.4723)  0.3177

Atoms 1-3, force components in eV/Å:
O -0.606 -1.835 -2.382
C -0.971 5.750 0.599
C 0.845 -0.870 2.552

Results
HOMO level (alpha / beta): -10.414 / -8.951 eV
gap between HOMO and LUMO (alpha / beta): 8.320 / 6.087 eV
energy above the lowest of the compared OMol25 structures with the same formula, charge and spin: 555.6 kJ/mol
lowest unoccupied orbital energy (alpha / beta): -0.077 / -0.105 Eh

(10)
Density functional theory data (wB97M-V/def2-TZVPD) for a structure of composition C2H3GdO in a non-equilibrium geometry.

Each line ends with the Mulliken charge.
Atoms and positions in Å:
O (-0.3906, 0.9542, 0.3893)  -0.3141
C (0.1689, 0.5521, -0.8283)  -0.1882
Gd (2.1598, 1.4626, 0.5414)  1.6291
H (-1.3565, 0.9459, 0.4791)  0.4138
C (-0.0097, -0.9175, -0.1699)  -0.1802
H (0.2002, -1.6809, -0.9241)  0.3279
H (-0.7721, -1.3164, 0.5126)  0.3116

Atoms 1-3, force components in eV/Å:
O 0.422 5.624 0.604
C -0.607 -5.603 5.178
Gd -0.519 0.185 -0.341

Results
total charge: +2
HOMO level (alpha / beta): -19.554 / -18.108 eV
spin multiplicity: 8
<S²>: 16.7424
gap between HOMO and LUMO (alpha / beta): 8.624 / 6.222 eV
energy above the lowest of the compared OMol25 structures with the same formula, charge and spin: 0.0 kJ/mol
lowest unoccupied orbital energy (alpha / beta): -0.402 / -0.437 Eh